Entry 1:
Density functional theory data (ωB97M-V with the def2-TZVPD basis set) for an isolated molecule of C15H30O2.

```
47
Properties=species:S:1:pos:R:3:forces:R:3:mulliken_charge:R:1
C 4.335081 -5.744693 -0.904656 -0.1 0.1 -0.2 -1.1792
C 3.691335 -4.672820 -1.776716 0.1 0.1 0.2 -0.5592
C 3.188112 -3.466260 -0.982547 -0.2 -0.3 -0.2 -0.3990
C 1.980081 -3.786920 -0.104689 0.2 0.2 0.2 -0.5150
C 1.485803 -2.586307 0.703484 -0.1 -0.1 -0.3 -0.8266
C 0.862093 -1.486554 -0.153882 0.0 0.0 0.4 -0.3665
C 0.257151 -0.381454 0.709623 0.1 0.1 -0.3 -1.1245
C -0.260703 0.810763 -0.096033 -0.2 -0.3 0.2 -0.0973
C -1.446800 0.461476 -0.995588 0.2 0.3 -0.1 -0.5664
C -2.088718 1.692218 -1.653681 -0.2 -0.2 0.0 -0.7994
C -3.389988 2.146480 -0.987836 0.1 0.0 0.1 -1.0324
C -3.250600 2.622615 0.458148 0.0 0.2 -0.3 -0.5458
C -2.468170 3.926621 0.584966 0.0 -0.2 0.3 -0.4233
C -2.389579 4.392650 2.035441 0.1 0.1 -0.3 -0.7552
C -1.556774 5.637975 2.188084 0.1 0.1 -0.1 0.5323
O -0.876201 6.145547 1.339471 0.1 0.0 -0.2 -0.5626
O -1.649766 6.142430 3.428978 -0.2 0.1 0.6 -0.4433
H 5.146538 -5.319903 -0.317390 0.1 0.0 0.1 0.2869
H 4.741464 -6.540983 -1.524398 0.1 -0.1 0.0 0.3670
H 3.610971 -6.184174 -0.223703 0.0 -0.1 0.1 0.3196
H 2.858539 -5.109274 -2.333127 0.0 0.0 -0.1 0.3159
H 4.428455 -4.326334 -2.505383 -0.1 0.0 -0.1 0.3351
H 3.998142 -3.085887 -0.355549 0.1 0.1 0.0 0.2540
H 2.917599 -2.679582 -1.689192 0.0 0.1 0.0 0.2589
H 2.246827 -4.581965 0.593987 0.0 -0.1 0.0 0.3128
H 1.166510 -4.156995 -0.733541 -0.1 -0.1 0.0 0.2749
H 0.736245 -2.934321 1.419381 0.0 0.0 0.1 0.3730
H 2.318361 -2.170975 1.276601 0.0 0.0 0.1 0.3369
H 0.088178 -1.927094 -0.784766 0.0 0.0 -0.1 0.2740
H 1.620031 -1.049305 -0.805943 0.0 0.0 -0.1 0.2530
H 1.021819 -0.025327 1.405184 0.0 0.0 0.1 0.4241
H -0.560193 -0.796287 1.305430 0.0 0.0 0.1 0.3100
H -0.553327 1.595398 0.603153 0.0 0.1 0.0 0.0298
H 0.549929 1.207672 -0.712023 0.0 0.1 0.0 0.3257
H -2.199285 -0.071981 -0.410616 -0.1 -0.1 0.0 0.3652
H -1.100874 -0.219012 -1.774879 0.0 -0.1 0.0 0.3477
H -1.373351 2.515164 -1.666548 0.1 0.1 -0.1 0.3606
H -2.324486 1.459190 -2.694501 0.1 0.1 0.0 0.3738
H -4.097669 1.313664 -1.011845 0.0 0.0 -0.1 0.3539
H -3.819306 2.956971 -1.582205 -0.1 0.0 0.0 0.4060
H -4.253038 2.775523 0.867227 0.0 -0.1 0.1 0.5187
H -2.771365 1.845681 1.055641 0.0 -0.1 0.1 0.2492
H -2.947492 4.702283 -0.015164 0.0 0.0 -0.1 0.4094
H -1.454215 3.802352 0.204503 0.0 0.1 -0.1 0.2909
H -3.382057 4.594708 2.443177 0.0 0.0 0.1 0.3144
H -1.935726 3.619840 2.662027 0.0 0.0 0.1 0.2807
H -1.099581 6.937190 3.511894 0.0 -0.2 -0.3 0.3409
```
Positions in Å, forces in eV/Å.

Calculated values
* LUMO: 0.028 Ha
* frontier orbital gap: 11.255 eV
* molecular weight: 242.403 g/mol
* spin multiplicity: 1
* HOMO: -10.5 eV
* ΔE to the lowest compared entry with this formula, charge and spin: 2.4 kcal per mole


Entry 2:
Density functional theory data (ωB97M-V with the def2-TZVPD basis set) for an isolated molecule of C15H30Si3 at a distorted geometry.

```
48
Properties=species:S:1:pos:R:3:forces:R:3:mulliken_charge:R:1
C -3.883452 -0.180245 -2.097739 0.0 0.8 -1.6 -1.0710
Si -2.261549 -1.001753 -2.679953 -1.2 1.0 0.7 0.2603
C -2.581711 -2.778649 -2.935241 -0.7 -1.1 -1.2 -1.1253
C -1.566290 -0.190249 -4.216767 2.3 -0.1 -0.2 -1.1017
C -1.132402 -0.977220 -1.211106 -0.6 0.3 0.6 0.4314
C -0.879670 -2.152444 -0.464970 -1.0 -0.4 -1.4 -0.3213
C -0.120678 -2.091033 0.650733 0.8 1.4 0.7 -0.6806
C 0.334492 -0.817086 1.051768 2.2 -1.4 1.2 0.9186
Si 1.696318 -0.915032 2.340915 -0.2 0.1 1.4 0.3626
C 1.782457 -2.628554 3.156535 0.3 0.7 -0.8 -1.2329
C 3.371048 -0.925333 1.552062 -0.4 1.3 -2.1 -1.0762
C 1.324098 0.433048 3.697340 1.7 -0.1 -1.4 -1.1764
C 0.143076 0.347278 0.329828 0.2 0.8 1.3 0.0347
Si 0.663823 2.160052 0.482638 0.9 1.2 -0.4 0.4949
C -0.851294 3.053953 1.214093 0.8 1.1 0.1 -1.2399
C 2.265649 2.758285 1.318162 -0.7 0.2 0.3 -1.1206
C 1.026776 2.795087 -1.309919 -0.9 -0.7 -0.1 -1.3334
C -0.718171 0.279956 -0.711819 0.0 -1.6 -2.7 -0.6490
H -4.636303 -0.139856 -2.940041 0.6 -0.4 0.9 0.3179
H -4.188779 -0.832537 -1.302784 -0.6 -0.2 0.5 0.2681
H -3.848829 0.862057 -1.734282 0.3 -0.5 0.0 0.3461
H -3.521908 -2.924060 -3.507508 0.8 0.1 -0.4 0.3086
H -2.723410 -3.511821 -2.148165 0.2 0.4 0.6 0.3737
H -1.678819 -3.081979 -3.489659 -0.5 -0.4 -0.3 0.2684
H -0.648002 -0.768604 -4.515187 -0.7 0.0 0.3 0.3201
H -2.149746 -0.169393 -5.137035 -0.3 0.2 0.3 0.3665
H -1.052249 0.788166 -4.032379 -1.0 -0.4 0.0 0.3031
H -1.254924 -3.166705 -0.715650 0.2 1.0 -0.4 0.0472
H 0.230210 -3.008296 1.124305 -0.4 0.4 0.2 0.2286
H 2.593868 -2.675234 3.887290 -0.2 0.1 0.1 0.3392
H 1.997095 -3.388855 2.380802 -0.4 0.3 0.5 0.2763
H 0.822002 -2.718615 3.611856 -0.7 -0.9 0.6 0.3310
H 3.261577 -1.554352 0.637389 0.1 0.1 0.7 0.3161
H 4.206891 -1.277567 2.127280 0.3 0.0 0.4 0.4149
H 3.561460 0.072117 1.105502 0.4 -0.4 0.4 0.3120
H 2.185833 0.467882 4.349187 0.8 0.4 0.0 0.3745
H 1.074067 1.459584 3.407279 0.1 -0.3 -0.2 0.2540
H 0.620335 0.126742 4.393775 -2.0 -0.9 1.0 0.4666
H -0.875066 3.239923 2.287330 0.5 -0.3 0.3 0.3681
H -1.800653 2.566007 1.048791 -0.2 0.0 -0.7 0.3857
H -0.803478 4.096339 0.814535 -0.5 -0.7 -0.1 0.3185
H 1.844367 3.509033 2.015118 0.7 0.2 -0.4 0.3487
H 3.125097 3.110809 0.707553 -1.0 0.0 0.2 0.3249
H 2.640181 2.008135 1.961481 0.6 -0.8 0.8 0.3491
H 0.088214 3.151107 -1.762872 0.2 -0.2 -0.1 0.3103
H 1.337649 1.876123 -1.836577 -0.1 0.4 -0.2 0.3499
H 1.773373 3.569377 -1.530207 -0.1 -0.2 0.7 0.3932
H -0.792573 1.144410 -1.373688 -0.6 -0.1 0.1 0.2441
```
Positions in Å, forces in eV/Å.

Calculated values
* LUMO: 0.028 Ha
* frontier orbital gap: 9.717 eV
* molecular weight: 294.663 g/mol
* spin multiplicity: 1
* HOMO: -9.0 eV


Entry 3:
Density functional theory data (ωB97M-V with the def2-TZVPD basis set) for a structure of composition C15H31B2Be2Cl5CsF2N4O14 at a distorted geometry.

```
76
Properties=species:S:1:pos:R:3:forces:R:3:mulliken_charge:R:1
C 1.137211 0.666581 -0.383191 0.4 1.3 0.7 -0.5500
C 0.598502 2.036764 -0.739390 0.3 -0.9 -1.0 0.8244
C 1.512186 2.957175 -1.495308 -0.8 -0.6 -0.8 -1.6458
N -0.585283 2.427156 -0.473488 0.7 3.0 1.2 -0.0362
C -0.889109 2.512832 0.959145 -1.9 -2.9 -0.9 -0.8531
O 0.225570 2.680512 1.767792 -0.2 0.5 0.1 -0.4708
C 0.598827 4.025904 1.996013 0.3 0.6 -0.2 -0.6773
C -0.037254 5.057820 1.061377 0.8 0.1 0.6 -0.6525
N -1.517288 4.901045 0.900962 0.2 0.0 -0.9 0.1418
C -2.003817 3.528090 1.212200 -0.7 -0.2 0.4 1.0795
B -3.339119 3.134304 0.457291 2.4 0.1 -1.3 0.6512
O -4.434418 2.642760 1.328104 -2.4 -0.6 1.5 -0.2216
N -3.556210 3.180586 -0.933964 -1.5 0.2 0.6 -0.0310
C -3.958648 1.850161 -1.432580 0.0 0.8 -0.3 -1.0490
C -4.667112 4.120994 -1.228936 0.1 0.2 0.3 -1.1283
H 2.147688 0.598573 -0.765765 0.0 -0.4 0.2 -0.1997
H 0.499244 -0.115224 -0.772227 -0.2 -0.1 -0.2 0.3990
H 1.149429 0.610886 0.702549 0.1 -0.3 0.2 0.3567
H 0.916382 3.721560 -1.981049 -0.1 0.1 -0.2 0.3983
H 2.141018 3.481179 -0.777907 0.3 -0.3 0.2 0.2779
H 2.102885 2.404347 -2.216569 0.4 0.2 -0.1 0.4700
H -1.322021 1.544434 1.241419 0.0 0.0 0.7 0.5858
H 0.460708 4.346972 3.025099 -0.4 -0.5 0.3 0.4035
H 1.668677 4.087527 1.812075 0.2 0.1 0.0 0.4506
H 0.127706 6.029110 1.513412 0.0 0.2 0.1 0.4801
H 0.475854 5.075139 0.112274 -0.4 -0.2 -0.5 0.2433
H -1.966524 5.613573 1.471999 -0.4 -0.2 0.4 0.4989
H -1.748050 5.090028 -0.074717 0.1 0.1 -0.1 0.3904
H -2.238181 3.468567 2.280623 0.6 0.2 0.3 -0.9325
H -4.908044 3.419969 1.682326 0.5 0.4 0.4 0.3990
H -4.834694 1.468307 -0.897399 -0.2 0.1 0.1 0.3066
H -4.252884 1.927643 -2.523262 0.7 0.2 1.9 0.0938
H -3.141338 1.160566 -1.265765 0.2 -0.2 -0.4 0.4128
H -4.535814 5.067773 -0.704289 0.1 0.1 0.0 0.4019
H -4.747980 4.332145 -2.286962 0.1 -0.1 -0.2 0.3408
H -5.597319 3.674491 -0.872794 -0.3 0.1 -0.2 0.3910
C 3.794317 -2.174093 -1.853269 -0.4 -0.5 1.2 -0.6826
Cl 3.915504 -0.438731 -2.214262 -1.7 2.6 6.0 -0.2500
Cl 2.654150 -2.471558 -0.562448 -0.4 0.4 -0.2 -0.0774
H 3.466591 -2.703462 -2.748569 -0.4 -0.1 0.7 0.4594
H 4.776852 -2.539295 -1.547759 0.1 0.1 0.1 0.4853
Cl -5.783491 1.498394 2.194448 1.3 0.4 -0.8 0.1623
N -3.073283 3.887615 4.339504 -0.6 -0.1 0.4 1.1122
O -3.494160 4.801466 3.555802 0.1 -0.2 -0.5 -0.6520
O -2.179767 3.103228 3.933223 0.1 0.0 0.1 -0.6341
O -3.554588 3.755306 5.444691 0.0 0.2 -0.1 -0.6167
Be 4.311599 -4.665925 0.144317 0.5 -0.5 0.2 0.0208
Cl -4.147594 0.620519 -3.930073 -0.5 -3.0 -0.7 -0.5061
C 5.074171 -6.394204 3.790944 -0.2 0.0 -0.1 -0.9644
C 6.078766 -7.432378 3.313978 0.3 0.4 0.5 0.3587
C 6.691074 -8.186215 4.484822 0.0 -0.2 -0.1 -1.2330
O 7.107007 -6.793455 2.561251 -0.2 -0.2 -0.3 -0.5299
H 5.556648 -5.650402 4.429840 0.0 -0.1 0.1 0.3325
H 4.650691 -5.856051 2.940831 0.0 -0.1 0.0 0.0338
H 4.260777 -6.857985 4.351585 0.0 0.0 0.0 0.3583
H 5.586961 -8.136833 2.641724 0.1 0.0 -0.1 0.2633
H 7.228068 -7.501218 5.145897 -0.1 0.1 0.0 0.3310
H 7.414013 -8.920007 4.129530 0.0 0.0 0.0 0.3132
H 5.926879 -8.703212 5.067165 0.0 0.0 0.0 0.3593
H 7.554276 -6.165609 3.138198 0.0 0.0 0.0 0.3546
Cs 4.583912 -1.420172 -4.354156 3.1 -2.1 -7.9 1.0398
O 7.583814 -1.717306 0.737825 -0.2 0.0 0.0 -0.6279
Cl 8.196105 -0.813896 -0.210021 -0.2 0.1 0.1 1.6542
O 9.550968 -0.549742 0.161190 0.1 0.0 0.0 -0.6434
O 7.439509 0.424527 -0.253898 -0.1 0.0 -0.1 -0.6622
O 8.158708 -1.422991 -1.529536 -0.3 -0.1 -0.4 -0.6915
B -7.426242 -2.857739 -4.073781 -3.7 -0.6 -1.0 0.9053
O -7.990657 -3.357305 -5.317815 1.1 1.0 0.1 -0.4266
C -7.628085 -2.488939 -6.304149 -0.5 -1.2 0.6 0.3705
O -7.911379 -2.578257 -7.442197 0.0 0.3 -0.4 -0.4326
C -6.746535 -1.402605 -5.669424 0.1 0.5 -1.3 0.5644
O -6.198807 -0.495755 -6.138675 0.5 1.1 -1.4 -0.3859
O -6.660643 -1.664624 -4.346768 1.7 -0.4 3.2 -0.1966
F -6.418859 -3.696126 -3.525253 2.6 0.1 1.9 -0.3067
F -8.385977 -2.604283 -3.148621 0.2 -0.1 0.6 -0.3069
Be -5.442072 -2.160933 -3.035190 -1.7 1.0 -3.4 0.7983
```
Positions in Å, forces in eV/Å.

Calculated values
* LUMO: -0.292 Ha
* frontier orbital gap: 1.654 eV
* molecular weight: 879.241 g/mol
* spin multiplicity: 1
* net charge: +1
* HOMO: -9.6 eV
* ΔE to the lowest compared entry with this formula, charge and spin: 0.0 kcal per mole


Entry 4:
Density functional theory data (ωB97M-V with the def2-TZVPD basis set) for a cluster of 2 separate species, C15H31B3ClINO4 in total at a distorted geometry.

```
56
Properties=species:S:1:pos:R:3:forces:R:3:mulliken_charge:R:1
C -2.562493 4.778313 -1.566782 0.2 -0.2 -0.1 -1.1747
C -1.578702 4.089156 -0.605745 -0.1 0.0 -0.4 -0.1316
I -0.712323 5.549135 0.706141 0.0 0.0 0.1 0.0888
C -0.497858 3.322069 -1.377987 -0.1 -0.2 0.2 -1.0392
B 0.590292 2.515464 -0.584268 -0.3 -0.3 0.8 0.5627
O 0.758197 1.136216 -0.826684 0.1 0.5 -1.0 -0.5488
B 2.033613 0.928648 -1.342633 0.1 -0.2 0.5 0.7575
O 3.075989 1.666766 -0.842055 -0.2 0.2 -0.3 -0.5736
B 2.833090 2.746534 0.020009 0.0 -0.2 0.4 0.0825
C 4.020109 3.567521 0.601747 0.2 -0.2 -0.2 -0.5084
C 4.365307 4.789046 -0.275114 -0.2 0.2 0.3 -0.8120
C 3.267062 5.841708 -0.339349 0.0 -0.1 -0.5 0.1010
Cl 2.999971 6.616504 1.241580 0.0 0.0 0.1 -0.1943
O 1.507306 3.063246 0.283712 0.2 0.3 -0.7 -0.1364
H -2.091650 4.904648 -2.544257 0.0 0.1 0.1 0.3347
H -3.445253 4.152044 -1.711549 0.0 0.0 0.0 0.3121
H -2.872624 5.759677 -1.219074 -0.1 -0.1 0.1 0.3804
H -2.124291 3.382043 0.018237 0.1 0.2 0.2 0.3977
H 0.039248 4.024832 -2.029311 0.0 0.0 0.0 0.4648
H -1.011777 2.613645 -2.039541 0.0 0.1 0.0 0.2935
H 2.200654 0.143005 -2.220118 0.1 -0.2 0.2 -0.1660
H 4.896964 2.913420 0.605126 0.0 0.1 0.1 0.2303
H 3.822483 3.891147 1.625464 0.0 0.0 0.0 0.3992
H 4.588341 4.466240 -1.296750 0.0 0.1 0.0 0.3135
H 5.255426 5.268712 0.136685 0.1 -0.1 -0.2 0.3787
H 2.308414 5.431971 -0.663566 0.0 0.0 0.2 -0.2537
H 3.537135 6.623380 -1.047812 0.0 0.1 0.1 0.3996
C -2.366729 -2.091312 -0.396162 -0.1 -0.2 0.1 -1.6958
C -1.119455 -2.240990 0.494698 -1.1 0.8 -0.4 1.8166
C 0.100756 -2.721243 -0.315265 0.3 -0.3 0.1 -1.1179
C 0.016235 -4.167241 -0.785449 -0.2 0.0 0.0 -0.6709
C -0.251051 -5.122957 0.370749 0.4 0.2 -0.1 -1.1736
C -1.499168 -4.773473 1.205533 -1.2 -0.5 0.0 1.3133
N -1.301299 -3.307449 1.562025 2.7 -0.4 -0.1 0.8578
O -0.729501 -3.106780 2.589112 -1.2 0.2 -0.1 -0.3923
C -2.789877 -5.018296 0.416900 0.0 0.3 -0.1 -1.5809
C -1.562743 -5.589142 2.486884 0.3 0.1 0.2 -1.7399
C -0.840745 -0.906546 1.159075 0.2 0.0 0.4 -1.9234
H -2.414215 -1.063799 -0.746962 0.1 0.0 0.0 0.4481
H -2.342498 -2.732297 -1.273147 0.0 0.0 0.0 0.3041
H -3.288250 -2.288835 0.149858 0.0 0.1 0.0 0.3607
H 0.996215 -2.589426 0.299897 0.0 0.0 0.1 0.4741
H 0.187332 -2.034746 -1.158649 0.0 0.0 0.0 0.3485
H -0.747052 -4.279907 -1.557519 0.0 0.0 0.0 0.3527
H 0.962377 -4.438636 -1.254108 0.0 0.0 0.0 0.4192
H -0.406105 -6.139698 0.008864 0.0 0.0 0.0 0.4292
H 0.617324 -5.146208 1.035877 -0.1 0.0 0.1 0.4138
H -3.656529 -4.611230 0.937307 0.0 0.0 0.0 0.3894
H -2.927300 -6.093894 0.333623 0.0 0.0 0.1 0.4469
H -2.771592 -4.617369 -0.590460 0.0 0.0 0.0 0.3242
H -0.637699 -5.547791 3.058089 0.0 0.0 0.0 0.4038
H -1.742957 -6.625310 2.210445 0.0 0.0 0.0 0.4319
H -2.380618 -5.257758 3.126912 0.0 0.0 0.0 0.4569
H -1.667278 -0.594079 1.799378 0.0 0.0 0.0 0.5110
H -0.711163 -0.168883 0.372286 0.0 0.0 0.0 0.3934
H 0.070955 -0.909794 1.754108 0.0 -0.1 0.0 0.4407
```
Positions in Å, forces in eV/Å.

Calculated values
* LUMO: -0.225 Ha
* frontier orbital gap: 4.816 eV
* molecular weight: 484.209 g/mol
* spin multiplicity: 1
* net charge: +1
* HOMO: -10.9 eV


Which of these has the highest frontier orbital gap? C15H30O2


Which of these has the highest HOMO? C15H30Si3


The highest frontier orbital gap belongs to which entry? C15H30O2